No. 1
{
  "formula": "C26H60IN2O10S",
  "method": "wB97M-V/def2-TZVPD",
  "spin_multiplicity": 1,
  "charge": 1,
  "orbital_gap_ev": 5.99,
  "total_energy_ev": -70311.6054,
  "e_homo_ev": -10.54,
  "species": ["S", "C", "N", "N", "C", "C", "C", "C", "I", "C", "H", "H", "H", "H", "H", "H", "H", "H", "H", "H", "C", "O", "C", "C", "O", "C", "H", "H", "H", "H", "H", "H", "H", "H", "H", "H", "C", "O", "C", "C", "O", "C", "H", "H", "H", "H", "H", "H", "H", "H", "H", "H", "C", "O", "C", "C", "O", "C", "H", "H", "H", "H", "H", "H", "H", "H", "H", "H", "C", "O", "C", "C", "O", "C", "H", "H", "H", "H", "H", "H", "H", "H", "H", "H", "C", "O", "C", "C", "O", "C", "H", "H", "H", "H", "H", "H", "H", "H", "H", "H"],
  "coordinates": [[-0.04, -2.09, 1.74], [-0.63, -0.69, 1.87], [-1.38, 0.30, 2.06], [-1.88, 0.93, 0.87], [-2.90, 1.95, 1.30], [-3.96, 1.28, 2.16], [-4.65, 0.10, 1.43], [-3.69, -0.78, 0.61], [-4.77, -1.67, -1.03], [-2.58, 0.00, -0.08], [-1.16, 1.44, 0.35], [-3.33, 2.41, 0.42], [-2.42, 2.72, 1.89], [-4.73, 2.01, 2.40], [-3.55, 0.95, 3.11], [-5.39, 0.51, 0.75], [-5.15, -0.54, 2.16], [-3.30, -1.60, 1.20], [-3.06, 0.64, -0.82], [-1.89, -0.62, -0.64], [5.34, 1.31, 4.66], [5.01, 0.43, 3.59], [4.99, -0.93, 3.97], [3.58, -1.43, 4.18], [2.95, -0.79, 5.29], [2.07, 0.24, 4.90], [5.10, 2.32, 4.34], [4.76, 1.08, 5.56], [6.41, 1.25, 4.89], [5.59, -1.09, 4.88], [5.45, -1.51, 3.16], [3.61, -2.50, 4.40], [2.99, -1.29, 3.27], [1.14, -0.19, 4.49], [2.52, 0.90, 4.15], [1.82, 0.82, 5.78], [-3.55, 3.89, -5.79], [-3.08, 2.56, -5.64], [-1.87, 2.47, -4.91], [-2.12, 2.02, -3.49], [-2.86, 2.99, -2.74], [-4.24, 2.67, -2.64], [-4.57, 3.84, -6.15], [-3.54, 4.43, -4.84], [-2.94, 4.43, -6.52], [-1.33, 3.42, -4.92], [-1.24, 1.72, -5.40], [-1.16, 1.88, -2.98], [-2.65, 1.05, -3.48], [-4.36, 1.85, -1.92], [-4.67, 2.38, -3.60], [-4.76, 3.55, -2.27], [-5.11, -8.15, -3.09], [-4.26, -7.03, -2.90], [-4.94, -5.88, -2.45], [-4.77, -5.67, -0.96], [-5.39, -6.69, -0.20], [-4.48, -7.67, 0.27], [-4.47, -9.03, -3.20], [-5.77, -8.31, -2.24], [-5.70, -8.03, -4.00], [-6.01, -5.94, -2.70], [-4.52, -5.02, -2.98], [-5.25, -4.72, -0.68], [-3.71, -5.59, -0.71], [-3.89, -7.27, 1.11], [-3.80, -8.01, -0.51], [-5.06, -8.52, 0.63], [8.73, 7.52, 3.66], [8.41, 6.63, 2.61], [8.39, 5.27, 3.02], [6.98, 4.77, 3.23], [6.35, 5.42, 4.33], [5.46, 6.45, 3.93], [8.50, 8.53, 3.32], [8.15, 7.31, 4.56], [9.80, 7.47, 3.90], [8.99, 5.13, 3.93], [8.86, 4.68, 2.22], [7.02, 3.70, 3.47], [6.39, 4.89, 2.32], [4.54, 6.02, 3.53], [5.91, 7.11, 3.19], [5.22, 7.03, 4.82], [0.96, -1.10, -4.99], [0.11, -0.91, -3.87], [-0.97, -1.83, -3.82], [-0.70, -2.95, -2.83], [0.36, -3.77, -3.26], [1.59, -3.50, -2.60], [1.86, -0.52, -4.83], [1.22, -2.15, -5.12], [0.47, -0.73, -5.90], [-1.19, -2.23, -4.81], [-1.86, -1.27, -3.48], [-1.59, -3.58, -2.76], [-0.50, -2.54, -1.83], [1.57, -3.89, -1.58], [1.81, -2.43, -2.58], [2.38, -4.01, -3.15]],
  "lowdin_charge": [0.937, -0.716, 0.090, -0.071, -0.093, -0.153, -0.224, -0.680, 1.003, -0.226, 0.203, 0.133, 0.142, 0.130, 0.114, 0.084, 0.120, 0.074, 0.074, 0.109, -0.102, -0.192, -0.203, -0.205, -0.181, -0.114, 0.081, 0.087, 0.093, 0.130, 0.127, 0.128, 0.107, 0.068, 0.085, 0.094, -0.099, -0.183, -0.196, -0.206, -0.200, -0.103, 0.092, 0.084, 0.093, 0.132, 0.125, 0.121, 0.113, 0.052, 0.095, 0.097, -0.101, -0.188, -0.213, -0.235, -0.186, -0.104, 0.091, 0.085, 0.091, 0.129, 0.115, 0.058, 0.123, 0.087, 0.085, 0.092, -0.107, -0.190, -0.205, -0.208, -0.194, -0.112, 0.090, 0.084, 0.090, 0.128, 0.126, 0.111, 0.127, 0.085, 0.085, 0.090, -0.095, -0.210, -0.203, -0.212, -0.175, -0.100, 0.092, 0.088, 0.090, 0.135, 0.098, 0.123, 0.105, 0.085, 0.083, 0.095]
}

---

No. 2
{
  "formula": "C26H61F3NO10S2",
  "method": "wB97M-V/def2-TZVPD",
  "spin_multiplicity": 1,
  "charge": -1,
  "orbital_gap_ev": 8.24,
  "total_energy_ev": -79738.7468,
  "e_homo_ev": -6.26,
  "species": ["C", "C", "C", "O", "S", "O", "O", "N", "S", "O", "O", "C", "C", "C", "F", "F", "F", "H", "H", "H", "H", "H", "H", "H", "H", "H", "H", "H", "C", "C", "O", "C", "C", "H", "H", "H", "H", "H", "H", "H", "H", "H", "H", "C", "C", "O", "C", "C", "H", "H", "H", "H", "H", "H", "H", "H", "H", "H", "C", "C", "O", "C", "C", "H", "H", "H", "H", "H", "H", "H", "H", "H", "H", "C", "C", "O", "C", "C", "H", "H", "H", "H", "H", "H", "H", "H", "H", "H", "C", "C", "O", "C", "C", "H", "H", "H", "H", "H", "H", "H", "H", "H", "H"],
  "coordinates": [[-2.34, -1.92, -1.76], [-2.57, -3.40, -2.11], [-1.95, -4.42, -1.13], [-1.39, -3.79, 0.04], [-1.22, -4.81, 1.30], [-1.11, -6.12, 0.78], [-0.03, -4.39, 1.94], [-2.41, -4.62, 2.38], [-3.91, -4.78, 1.81], [-4.78, -4.79, 2.95], [-4.15, -5.91, 0.97], [-4.38, -3.28, 0.93], [-4.99, -2.30, 1.93], [-5.36, -0.99, 1.25], [-4.72, -0.76, 0.11], [-5.07, 0.04, 2.05], [-6.66, -0.93, 0.98], [-2.24, -1.72, -0.71], [-3.22, -1.38, -2.09], [-1.53, -1.49, -2.32], [-2.12, -3.56, -3.08], [-3.63, -3.59, -2.23], [-1.17, -4.96, -1.64], [-2.69, -5.16, -0.88], [-5.04, -3.50, 0.11], [-3.48, -2.81, 0.58], [-5.88, -2.71, 2.35], [-4.29, -2.09, 2.72], [4.15, -0.86, 4.08], [4.12, -0.33, 2.66], [4.29, -1.32, 1.67], [3.31, -2.36, 1.65], [1.89, -1.87, 1.42], [5.08, -1.39, 4.27], [4.06, -0.04, 4.79], [3.33, -1.55, 4.27], [4.94, 0.37, 2.52], [3.20, 0.24, 2.47], [3.37, -2.95, 2.57], [3.60, -3.02, 0.83], [1.55, -1.22, 2.22], [1.21, -2.72, 1.37], [1.83, -1.31, 0.48], [5.47, -0.65, -1.52], [5.39, -2.16, -1.57], [5.80, -2.72, -2.81], [7.13, -2.45, -3.20], [8.18, -2.95, -2.23], [4.87, -0.21, -2.32], [5.09, -0.29, -0.56], [6.49, -0.28, -1.64], [4.35, -2.47, -1.44], [5.96, -2.60, -0.75], [7.26, -1.37, -3.39], [7.27, -2.95, -4.16], [8.10, -2.47, -1.26], [9.18, -2.76, -2.62], [8.07, -4.03, -2.07], [10.80, -2.59, -6.97], [10.84, -1.47, -5.94], [11.23, -1.89, -4.65], [12.51, -2.47, -4.53], [13.65, -1.55, -4.95], [10.13, -3.38, -6.64], [10.45, -2.21, -7.93], [11.79, -3.03, -7.13], [9.84, -1.05, -5.83], [11.49, -0.65, -6.29], [12.55, -3.42, -5.09], [12.63, -2.72, -3.48], [13.59, -1.28, -6.01], [14.61, -2.04, -4.79], [13.63, -0.63, -4.37], [-7.29, 2.66, 5.67], [-7.01, 3.96, 4.93], [-6.04, 3.84, 3.91], [-6.34, 2.93, 2.87], [-7.61, 3.27, 2.10], [-6.38, 2.26, 6.10], [-8.01, 2.84, 6.47], [-7.71, 1.90, 5.01], [-6.61, 4.69, 5.63], [-7.94, 4.38, 4.52], [-6.38, 1.90, 3.25], [-5.49, 2.96, 2.18], [-8.49, 3.23, 2.74], [-7.76, 2.57, 1.28], [-7.54, 4.28, 1.69], [-7.79, 7.52, 2.39], [-7.76, 7.26, 0.89], [-9.04, 7.21, 0.29], [-9.82, 8.39, 0.40], [-9.19, 9.61, -0.23], [-8.40, 6.76, 2.89], [-6.78, 7.49, 2.80], [-8.22, 8.50, 2.63], [-7.31, 6.29, 0.71], [-7.13, 7.99, 0.38], [-10.08, 8.58, 1.45], [-10.76, 8.17, -0.11], [-8.25, 9.89, 0.26], [-9.86, 10.47, -0.16], [-8.97, 9.43, -1.28]],
  "lowdin_charge": [-0.100, -0.198, -0.231, -0.269, 0.454, -0.281, -0.309, -0.286, 0.486, -0.342, -0.325, -0.211, -0.097, -0.652, 0.143, 0.125, 0.137, 0.053, 0.061, 0.065, 0.095, 0.096, 0.115, 0.092, 0.114, 0.062, 0.119, 0.130, -0.082, -0.293, -0.185, -0.260, -0.066, 0.078, 0.073, 0.068, 0.114, 0.107, 0.111, 0.108, 0.072, 0.045, 0.081, -0.072, -0.274, -0.158, -0.290, -0.075, 0.081, 0.062, 0.065, 0.115, 0.108, 0.104, 0.114, 0.067, 0.063, 0.081, -0.079, -0.281, -0.167, -0.283, -0.081, 0.081, 0.076, 0.064, 0.117, 0.106, 0.107, 0.118, 0.064, 0.075, 0.081, -0.078, -0.293, -0.160, -0.273, -0.062, 0.083, 0.074, 0.067, 0.115, 0.099, 0.097, 0.120, 0.069, 0.080, 0.058, -0.075, -0.280, -0.157, -0.286, -0.082, 0.076, 0.081, 0.064, 0.103, 0.108, 0.106, 0.117, 0.064, 0.074, 0.080]
}

---

No. 3
{
  "formula": "C26H61N3O11S2Si2",
  "method": "wB97M-V/def2-TZVPD",
  "spin_multiplicity": 1,
  "orbital_gap_ev": 9.72,
  "total_energy_ev": -92374.3730,
  "smiles": "[H]/N=C(\\N)NCCCC[Si@@](O)(CC(C)C)O[Si@H](CCCO)CCCCCCOC(C)=O.CCOS(C)(=O)=O.CCOS(C)(=O)=O",
  "e_homo_ev": -9.23,
  "species": ["H", "N", "C", "N", "N", "C", "C", "C", "C", "Si", "O", "C", "C", "C", "C", "O", "Si", "C", "C", "C", "O", "C", "C", "C", "C", "C", "C", "O", "C", "C", "O", "H", "H", "H", "H", "H", "H", "H", "H", "H", "H", "H", "H", "H", "H", "H", "H", "H", "H", "H", "H", "H", "H", "H", "H", "H", "H", "H", "H", "H", "H", "H", "H", "H", "H", "H", "H", "H", "H", "H", "H", "H", "H", "H", "H", "C", "C", "O", "S", "C", "O", "O", "H", "H", "H", "H", "H", "H", "H", "H", "C", "C", "O", "S", "C", "O", "O", "H", "H", "H", "H", "H", "H", "H", "H"],
  "coordinates": [[-2.30, 6.74, -1.04], [-1.32, 6.44, -1.01], [-1.14, 5.50, -1.84], [-2.16, 4.98, -2.69], [0.13, 4.88, -1.96], [1.00, 5.37, -3.04], [1.33, 4.27, -4.05], [2.28, 3.19, -3.49], [1.85, 1.76, -3.85], [0.57, 0.92, -2.77], [-0.93, 1.37, -3.34], [0.75, -0.93, -2.95], [-0.41, -1.90, -2.57], [0.08, -3.12, -1.77], [-1.59, -1.25, -1.84], [0.64, 1.42, -1.20], [1.21, 0.70, 0.18], [0.11, 1.22, 1.60], [-1.40, 1.25, 1.29], [-1.87, 2.49, 0.54], [-1.54, 3.70, 1.22], [2.99, 1.15, 0.56], [3.62, 2.23, -0.32], [4.96, 2.76, 0.21], [5.96, 3.26, -0.84], [6.24, 2.34, -2.03], [6.92, 1.04, -1.65], [6.07, 0.07, -1.01], [5.33, -0.73, -1.81], [5.02, -2.02, -1.13], [5.01, -0.41, -2.92], [-2.57, 4.15, -2.26], [-1.74, 4.65, -3.56], [0.58, 5.04, -1.07], [0.54, 6.22, -3.54], [1.93, 5.73, -2.59], [1.78, 4.75, -4.92], [0.39, 3.80, -4.36], [2.35, 3.32, -2.41], [3.28, 3.37, -3.90], [2.72, 1.10, -3.97], [1.39, 1.81, -4.85], [-0.88, 1.90, -4.14], [1.68, -1.24, -2.45], [0.97, -1.04, -4.02], [-0.81, -2.28, -3.52], [-0.42, -4.03, -2.11], [1.15, -3.29, -1.89], [-0.14, -3.02, -0.71], [-2.29, -2.02, -1.50], [-1.25, -0.73, -0.94], [-2.13, -0.56, -2.47], [1.11, -0.78, 0.05], [0.28, 0.47, 2.38], [0.42, 2.18, 2.02], [-1.95, 1.22, 2.24], [-1.72, 0.36, 0.73], [-1.47, 2.51, -0.48], [-2.96, 2.48, 0.49], [-0.67, 4.00, 0.94], [3.00, 1.52, 1.60], [3.62, 0.25, 0.56], [3.74, 1.86, -1.35], [2.91, 3.07, -0.35], [5.43, 1.99, 0.83], [4.75, 3.60, 0.87], [6.91, 3.45, -0.33], [5.63, 4.24, -1.22], [5.34, 2.14, -2.62], [6.93, 2.86, -2.70], [7.71, 1.23, -0.92], [7.37, 0.57, -2.53], [4.33, -2.59, -1.74], [5.95, -2.59, -1.00], [4.60, -1.85, -0.14], [-5.52, -2.49, 4.60], [-6.25, -2.52, 3.28], [-6.49, -1.20, 2.72], [-5.25, -0.48, 2.04], [-6.15, 0.79, 1.23], [-4.67, -1.36, 1.08], [-4.42, 0.10, 3.04], [-4.50, -2.14, 4.49], [-5.49, -3.51, 5.00], [-6.03, -1.84, 5.31], [-5.72, -3.12, 2.54], [-7.26, -2.93, 3.39], [-6.80, 0.34, 0.47], [-5.41, 1.44, 0.76], [-6.73, 1.34, 1.97], [-1.42, -7.00, 6.41], [-1.27, -6.24, 5.11], [-2.04, -6.82, 4.02], [-3.60, -6.58, 4.03], [-3.92, -7.08, 2.38], [-3.85, -5.17, 4.18], [-4.24, -7.48, 4.94], [-2.43, -6.93, 6.81], [-0.73, -6.59, 7.14], [-1.19, -8.06, 6.27], [-1.55, -5.20, 5.21], [-0.25, -6.29, 4.74], [-3.42, -6.39, 1.70], [-5.00, -7.03, 2.25], [-3.57, -8.10, 2.25]],
  "lowdin_charge": [0.055, 0.153, -0.554, 0.101, 0.014, -0.204, -0.196, -0.242, -0.202, 0.331, -0.123, -0.189, -0.436, -0.087, -0.090, -0.254, 0.543, -0.250, -0.226, -0.261, -0.071, -0.246, -0.259, -0.200, -0.199, -0.184, -0.152, -0.023, -0.551, 0.028, 0.106, 0.078, 0.062, 0.102, 0.118, 0.120, 0.113, 0.087, 0.064, 0.106, 0.073, 0.083, 0.044, 0.063, 0.087, 0.122, 0.073, 0.062, 0.069, 0.085, 0.042, 0.070, 0.027, 0.081, 0.077, 0.103, 0.090, 0.094, 0.107, 0.066, 0.084, 0.059, 0.084, 0.099, 0.108, 0.112, 0.110, 0.110, 0.094, 0.121, 0.130, 0.128, 0.085, 0.094, 0.082, -0.077, -0.237, -0.264, 0.550, -0.116, -0.283, -0.275, 0.075, 0.064, 0.086, 0.110, 0.122, 0.076, 0.064, 0.077, -0.071, -0.241, -0.263, 0.564, -0.118, -0.280, -0.271, 0.073, 0.083, 0.085, 0.114, 0.122, 0.077, 0.077, 0.076]
}